11 unconnected molecules or ions with the total composition C45H72BO34 in a non-equilibrium geometry, computed with ωB97M-V/def2-TZVPD.

Geometry (Å):
O1 -7.3211 -1.2738 0.0139
O2 3.0368 1.4892 1.0385
O3 1.5233 -0.1494 1.1832
O4 -3.7775 -6.1836 -9.1205
O5 5.2202 2.0099 6.4177
O6 -3.0787 -7.0424 -0.7166
O7 6.4036 4.4549 8.9684
O8 4.8692 3.5977 4.8600
O9 -5.1903 -7.8866 -9.5514
O10 -6.7048 -1.8833 2.0958
O11 7.0367 3.7426 11.0077
O12 -0.8803 -4.2872 -2.8804
O13 -4.5497 10.1226 -1.7734
O14 3.7421 0.1012 -1.9644
O15 -1.8070 4.1247 0.2750
O16 -3.0607 2.7434 1.4787
O17 0.9386 3.4329 -4.6528
O18 -3.7501 -5.3947 0.6587
O19 3.8872 3.7343 6.8820
O20 1.8977 2.7910 -2.7134
O21 -4.0461 4.2203 0.0974
O22 -1.9831 -6.6339 1.2077
O23 1.7130 -4.0285 -0.3765
O24 1.6265 -2.9416 1.7377
O25 2.1265 -5.2355 1.6313
O26 5.8224 0.2647 -2.8083
O27 -2.9672 8.8277 -2.6570
O28 4.5051 -1.4888 -3.3232
O29 2.7966 2.1988 -4.6896
O30 -3.5015 10.7752 -3.6573
O31 7.4750 5.8502 10.3355
O32 -4.6045 -7.4465 -7.4441
O33 -6.1272 0.1327 1.2681
O34 3.5394 -0.3528 2.1812
C1 6.2932 5.7622 8.3810
C2 -4.6203 8.8644 -1.0847
C3 0.4363 3.2191 0.5875
C4 5.6118 0.2785 3.2845
C5 2.6090 -0.7206 -2.3115
C6 4.2630 1.7677 1.7324
C7 -7.3475 -0.0060 -0.6530
C8 7.2019 7.9890 9.2039
C9 2.2915 2.2144 -6.0297
C10 4.9527 1.9438 7.8373
C11 3.2679 -1.9981 -2.7650
C12 -2.4050 -7.2363 -4.6170
C13 -3.2277 6.7610 -1.3756
C14 7.4259 6.5051 9.0516
C15 -2.2450 -6.1452 -3.5805
C16 0.2252 3.3583 -6.9762
C17 4.7720 0.3779 2.0374
C18 0.2963 -4.4245 -0.7386
C19 4.7879 -0.3183 -2.7089
C20 -6.2828 2.2082 0.0176
C21 1.8794 2.8091 -3.8972
C22 2.4822 -2.7820 -3.7835
C23 -1.2191 -5.0958 -3.9856
C24 -6.7105 -1.0917 1.2144
C25 -1.7031 2.2604 1.5910
C26 -3.5986 -3.5529 2.2286
C27 3.7032 2.7822 7.9433
C28 -5.6763 -8.4001 -7.3707
C29 -3.2594 8.2683 -1.3573
C30 -1.9822 -5.5057 2.0948
C31 -6.1572 0.7057 -0.0527
C32 -5.6449 -8.9913 -8.7609
C33 1.3893 3.4281 -6.0185
C34 0.3279 -4.6958 -2.2300
C35 4.6784 3.1537 5.9468
C36 -4.4544 -7.0781 -8.7397
C37 2.5976 0.2821 1.4586
C38 -2.9508 -6.4228 0.2899
C39 -3.0609 3.7399 0.5764
C40 -5.4435 -9.3917 -6.2571
C41 -0.9065 3.4875 1.2134
C42 4.7892 0.5161 8.2990
C43 -3.6546 9.9859 -2.7834
C44 6.9815 4.5988 10.1891
C45 -3.4146 -5.0333 2.0055
B1 1.7996 -4.0492 0.9819
H1 3.5174 -2.6351 -1.9136
H2 6.0077 -0.7304 3.4015
H3 4.0356 2.3497 2.6291
H4 2.4061 -2.2249 -4.7199
H5 5.7443 -0.0068 8.2673
H6 -1.6799 -4.4413 -4.7243
H7 0.5729 3.1725 -7.9925
H8 -1.2748 -4.7695 1.7177
H9 -3.1705 -3.2526 3.1860
H10 1.7458 1.2846 -6.2092
H11 -3.1182 -2.9906 1.4277
H12 8.0857 8.4685 9.6230
H13 1.0401 2.5824 1.2241
H14 0.3302 2.7444 -0.3875
H15 -5.5533 -8.9100 -5.2865
H16 0.5082 -5.7607 -2.4149
H17 -5.4319 8.2743 -1.5159
H18 1.9639 4.3437 -6.1837
H19 0.9700 4.1564 0.4268
H20 -4.4297 -9.7895 -6.3048
H21 -0.3340 4.2934 -6.9683
H22 -6.1570 -10.2143 -6.3184
H23 -7.2677 -0.1393 -1.7293
H24 3.1087 2.2946 -6.7422
H25 -8.2939 0.4889 -0.4183
H26 -6.6202 -9.3286 -9.1040
H27 -1.6918 -5.8094 3.0986
H28 -6.4967 2.6339 -0.9635
H29 4.4127 0.4841 9.3211
H30 -3.1851 -5.6342 -3.4348
H31 -4.6582 -3.2917 2.2224
H32 1.2903 -2.2206 1.1931
H33 8.3745 6.3132 8.5437
H34 -4.9256 -9.8088 -8.8547
H35 6.3989 5.7039 7.3005
H36 -3.8082 6.3717 -2.2123
H37 6.4478 0.9764 3.2461
H38 5.7834 2.4147 8.3496
H39 6.9859 8.4464 8.2387
H40 5.0115 0.4924 4.1684
H41 -2.5151 8.6556 -0.6556
H42 -0.3563 -5.5515 -4.4745
H43 2.0452 -0.2183 -3.1017
H44 2.7908 2.2134 7.7494
H45 -6.6045 -7.8478 -7.1996
H46 1.9628 -0.8677 -1.4490
H47 1.1690 -4.1375 -2.6458
H48 -0.4646 2.5668 -6.6828
H49 -7.0822 2.4827 0.7094
H50 3.6143 3.2912 8.8999
H51 -4.8132 9.0221 -0.0267
H52 0.1071 -5.4000 -0.2790
H53 4.9386 2.3356 1.0980
H54 -4.0623 -5.6079 2.6780
H55 -1.4889 -7.8106 -4.6922
H56 -2.6857 -6.8571 -5.5912
H57 1.4832 -3.0003 -3.4073
H58 -3.6207 6.3529 -0.4528
H59 5.3105 6.1723 8.6237
H60 -1.5070 1.9175 2.6025
H61 -2.2066 6.4032 -1.5007
H62 -3.1826 -7.9403 -4.3399
H63 -5.3700 2.6594 0.3904
H64 2.9783 -3.7260 -4.0063
H65 -1.8814 -6.5652 -2.6591
H66 -0.7948 4.1540 2.0739
H67 4.1039 -0.0261 7.6460
H68 -1.5646 1.4294 0.8978
H69 6.3742 8.1834 9.8863
H70 2.6978 -5.7097 1.0103
H71 -5.2344 0.4195 -0.5651
H72 5.3059 -0.0380 1.1790

Atoms 1-3, force components in eV/Å:
O 0.0 0.1 0.1
O 0.2 0.1 0.3
O -0.4 0.0 0.1

Computed properties:
energy above the lowest of the compared OMol25 structures with the same formula, charge and spin	0.00	kJ/mol
net charge	-1
frontier orbital gap	3.359	eV
largest force on an atom	1.2	eV/A
LUMO	1.39	eV

***

A molecular structure, C45H72BeBr2CaCl2F4N2O14PS2 in a non-equilibrium geometry, computed with ωB97M-V/def2-TZVPD.

Geometry (Å):
Br1 2.6739 -4.4503 -1.9868
Br2 1.7350 3.2202 0.7701
Ca1 3.0948 0.5855 3.4244
Cl1 1.2594 -1.4681 -6.4658
Cl2 7.5994 3.0778 9.6372
S1 3.5452 -0.4268 -1.3044
S2 -9.2118 0.4186 -6.1139
P1 -1.3197 -0.2954 0.8616
F1 -7.7132 -1.2236 -7.5413
F2 -9.6317 -2.0523 -7.0362
F3 -8.1244 -1.8534 -5.5051
F4 4.0817 -1.8953 -3.8717
O1 -2.7204 -0.0923 0.1452
O2 4.7824 1.3123 5.1692
O3 -5.9892 -1.9574 -3.6395
O4 -3.8893 0.7591 -1.5089
O5 -1.7072 -1.2649 2.0873
O6 -10.1834 0.2036 -5.0682
O7 4.7666 -0.7309 -0.6293
O8 3.8473 0.3862 -2.4383
O9 -2.3287 5.3420 -3.5879
O10 2.7927 -1.7836 -1.5427
O11 -9.7663 0.9967 -7.3147
O12 2.7342 -2.6452 -5.3320
O13 -7.9744 1.0420 -5.6793
O14 -0.8015 0.9659 1.4403
N1 -3.9596 -2.9839 -3.1579
N2 7.1058 -0.1249 6.1141
C1 -1.8965 -1.3084 -2.6084
C2 5.4862 -4.6330 3.7713
C3 -2.4221 6.4421 -3.0898
C4 -5.1799 -2.2924 -2.8228
C5 -8.6494 -1.2641 -6.5806
C6 2.4422 0.5837 -0.3070
C7 -4.5078 1.5931 -2.1569
C8 3.0160 -1.1840 1.6265
C9 -0.7464 -0.3379 -2.3278
C10 -0.1707 -1.3303 -0.0954
C11 -0.0580 -3.9660 -1.5883
C12 -7.1405 2.9669 3.1629
C13 5.9719 2.0294 5.5860
C14 -3.6919 7.2485 -3.1958
C15 -4.9072 3.9105 1.8120
C16 7.6837 -5.0256 4.6637
C17 -5.4249 2.6588 1.5074
C18 6.5710 -6.7429 3.3991
C19 4.8579 2.3869 1.3751
C20 1.0773 -3.2952 -2.3833
C21 -0.0875 -5.5213 -1.8092
C22 2.3492 0.2477 1.1679
C23 2.8540 -1.9796 -4.3244
C24 2.8998 2.0973 -0.3413
C25 1.6907 -1.2949 -3.6426
C26 -6.6248 4.2198 3.4649
C27 -5.4869 1.1985 -3.2310
C28 6.5912 -4.1893 4.4869
C29 1.4377 -1.7629 -2.1490
C30 4.2429 -1.3185 2.3393
C31 -6.5436 2.1881 2.1812
C32 0.4407 -0.8314 -1.4336
C33 5.4743 -5.9106 3.2290
C34 1.1117 0.5697 -1.1091
C35 -4.3161 3.0632 -1.9116
C36 7.6743 -6.3013 4.1173
C37 4.3914 2.3434 -0.1033
C38 3.7153 1.3750 6.1114
C39 -5.5092 4.6929 2.7879
C40 6.2912 1.2246 7.9747
C41 -1.8297 -2.0891 -3.9588
C42 -1.2725 7.0658 -2.3360
C43 -5.3769 -1.9194 -1.3617
C44 -3.2954 -2.3602 -4.3213
C45 6.8538 1.2550 6.5646
Be1 -1.8273 -5.1614 -0.1746
H1 -0.4108 0.0711 -3.2876
H2 -6.4272 -2.1103 -1.1195
H3 -1.3783 -0.8336 2.8865
H4 0.1417 -3.8448 -0.5179
H5 6.6024 -3.1905 4.9097
H6 -4.0331 4.2774 1.2869
H7 -1.3348 -1.4689 -4.7197
H8 2.7870 1.2540 5.5491
H9 -6.4852 1.5716 -2.9997
H10 4.0841 2.7110 2.0893
H11 5.9359 2.2074 8.2767
H12 -3.4953 8.1880 -3.7142
H13 2.6864 2.4418 -1.3535
H14 -4.7619 -2.5239 -0.6890
H15 -5.1542 1.6058 -4.1870
H16 0.2357 -5.7972 -2.8178
H17 -1.2526 -3.0210 -3.9095
H18 5.6999 3.0140 5.9757
H19 -5.1876 -0.8501 -1.2265
H20 1.3910 0.9404 -2.1065
H21 -3.9449 3.5470 -2.8170
H22 0.7935 -1.5692 -4.1806
H23 5.0938 -1.8297 1.8908
H24 5.0668 1.6841 -0.6481
H25 -3.7569 -1.4157 -4.6134
H26 1.3113 0.1664 1.5416
H27 4.3321 -0.8793 3.3833
H28 4.6118 -6.2573 2.6736
H29 -0.4264 6.3811 -2.3372
H30 5.1400 1.3477 1.6625
H31 -0.8071 -2.2199 -0.2038
H32 -1.5661 7.2618 -1.3034
H33 -5.5319 0.1140 -3.3089
H34 5.7720 2.9655 1.5094
H35 6.5427 2.2034 4.6711
H36 -4.9565 2.0484 0.7443
H37 -4.1063 -3.9748 -3.3025
H38 6.5662 -7.7375 2.9727
H39 -4.0890 7.4525 -2.2000
H40 -5.1088 5.6714 3.0217
H41 -3.3392 -3.0767 -5.1496
H42 -8.0093 2.5976 3.6926
H43 0.4264 -6.0731 -1.0224
H44 2.5218 -2.1172 1.3530
H45 -2.1622 -1.9906 -1.8025
H46 4.6313 -3.9804 3.6360
H47 -2.7668 0.8047 -0.2347
H48 7.8141 1.7745 6.6084
H49 -4.4318 6.6847 -3.7602
H50 7.5807 -0.1035 5.2130
H51 -6.9501 1.2137 1.9410
H52 0.9055 -3.5425 -3.4319
H53 -1.1400 -5.8519 -1.7616
H54 6.2082 -0.5569 5.9073
H55 -1.1764 0.5333 -1.8209
H56 7.0596 0.9230 8.6780
H57 1.8009 -0.2140 -3.7520
H58 0.5768 -1.6823 0.6269
H59 -7.0928 4.8282 4.2282
H60 2.8280 1.0178 1.8059
H61 -2.7858 -0.6763 -2.7426
H62 8.5280 -6.9523 4.2514
H63 -0.9721 7.9974 -2.8173
H64 4.5964 3.3449 -0.5035
H65 -5.2620 3.5137 -1.6063
H66 5.4625 0.5120 8.0871
H67 -3.5860 3.2051 -1.1152
H68 0.3842 1.3011 -0.7608
H69 -1.0772 -3.6312 -1.8079
H70 3.7812 0.5508 6.8206
H71 3.6671 2.3257 6.6410
H72 8.5421 -4.6834 5.2268

Atoms 1-3, force components in eV/Å:
Br -0.1 0.4 -0.3
Br 0.3 -0.2 0.0
Ca 0.6 1.0 3.7

Computed properties:
net charge	+1
frontier orbital gap	0.768	eV
largest force on an atom	4.1	eV/A
LUMO	-8.38	eV

***

8 unconnected molecules or ions with the total composition C45H72N2O14PS3 in a non-equilibrium geometry, computed with ωB97M-V/def2-TZVPD.

Geometry (Å):
S1 4.5712 -2.6309 1.7607
S2 1.9504 -3.3882 3.1121
S3 -2.2828 -5.9701 5.1457
P1 -3.4018 -4.4055 4.8420
O1 -10.1109 -5.2052 0.0015
O2 -4.9018 4.6100 -0.8753
O3 -3.8226 -0.2695 -2.0043
O4 9.6987 1.1557 2.8685
O5 5.3742 4.0378 -4.9120
O6 -2.3310 1.1510 -2.9328
O7 1.6969 0.4948 -3.1676
O8 -3.0790 7.2698 2.6021
O9 2.9393 0.7741 -1.3044
O10 -8.3307 -4.1618 0.9187
O11 3.1863 3.5686 -5.1934
O12 -4.0512 7.9767 0.6930
O13 8.4106 -0.1784 1.5795
O14 -6.3709 3.4634 -2.1440
N1 2.2064 -2.9534 0.4218
N2 -3.1437 -3.9133 3.1393
C1 5.8421 -1.3620 3.8861
C2 -8.4806 -6.4940 1.2303
C3 1.9137 -1.5632 -0.0356
C4 1.1928 1.3537 -4.2069
C5 10.1730 0.9619 0.5033
C6 -2.6967 -2.6273 2.8789
C7 2.3507 1.2425 -2.2430
C8 4.3296 3.4505 -5.5452
C9 -4.6947 1.5289 -3.2558
C10 -1.8821 -0.8172 1.2206
C11 -3.1220 7.9934 1.4555
C12 -7.5002 -5.9143 2.2354
C13 2.7928 -3.0194 1.7213
C14 0.3984 -1.1644 -0.1109
C15 -6.3943 5.8747 0.4194
C16 1.1175 -3.9178 0.2165
C17 6.5839 3.7881 -5.6456
C18 -3.1497 -4.5564 0.7505
C19 9.4291 0.7005 1.7951
C20 2.2608 2.7061 -2.5927
C21 8.4342 -0.6048 0.2121
C22 4.6285 -0.3344 3.8821
C23 -2.6710 -3.2133 0.4167
C24 1.1096 2.7243 -3.5804
C25 3.6558 -6.6490 1.1827
C26 9.1836 0.4715 -0.5415
C27 -5.2529 -0.4204 -2.0463
C28 -0.2831 -1.0029 1.3138
C29 -7.1504 -4.5761 1.6123
C30 5.2180 -2.7873 3.4682
C31 -0.9311 8.1629 2.3027
C32 2.9721 -5.8228 -0.0070
C33 1.5147 -5.4292 0.4620
C34 -9.1063 -5.2508 0.6447
C35 -1.8865 7.5988 3.3335
C36 -3.3698 -4.8615 2.1624
C37 4.8129 2.6858 -6.7534
C38 -2.4452 -2.2549 1.5010
C39 -5.7953 0.9547 -2.3795
C40 6.2992 2.5511 -6.4717
C41 -1.8752 8.8319 1.3187
C42 -3.4677 0.8304 -2.7295
C43 -7.1629 4.7457 -0.2474
C44 -4.9669 5.3839 0.3399
C45 -6.1438 4.1961 -1.2160
H1 2.4784 -0.8604 0.6385
H2 -6.7716 0.9267 -2.8609
H3 -0.1058 -1.9106 1.9582
H4 -2.5124 -1.9471 3.7373
H5 1.3551 -5.6480 1.5570
H6 3.1969 3.0212 -3.0512
H7 4.7699 -6.4706 1.2248
H8 7.4120 -0.7183 -0.1495
H9 -3.7307 -5.8925 2.3903
H10 -8.0052 -5.7567 3.1919
H11 -6.3316 -4.6548 0.8899
H12 -2.1428 8.3277 4.1065
H13 0.1657 2.8254 -3.0363
H14 4.7644 0.4906 4.6312
H15 -6.5041 6.7902 -0.1671
H16 1.1669 3.5305 -4.3061
H17 -4.6111 2.6045 -3.1390
H18 11.0937 0.3753 0.4998
H19 -1.4919 6.7028 3.8115
H20 -4.7022 4.7346 1.1807
H21 -2.4439 -2.8876 -0.6241
H22 2.0453 3.3063 -1.7102
H23 -2.1051 9.8594 1.6075
H24 -2.9905 -3.2804 5.6259
H25 9.6511 0.1116 -1.4581
H26 -4.2535 6.2118 0.2915
H27 -1.4899 8.7968 0.3016
H28 -6.6295 -6.5472 2.4158
H29 -7.9731 -7.0441 0.4355
H30 2.8736 -6.4826 -0.9052
H31 10.3927 2.0210 0.3858
H32 -6.8874 -3.8308 2.3648
H33 4.4857 -3.1780 4.2162
H34 0.8032 -3.8438 -0.8660
H35 0.7392 -6.0568 -0.0694
H36 6.3840 -1.4177 4.8664
H37 2.3440 -1.4393 -1.0638
H38 0.3654 -0.1261 -0.5595
H39 8.4999 1.2816 -0.8091
H40 6.0921 -3.5016 3.4802
H41 3.6459 -4.9570 -0.2128
H42 -9.2294 -7.1196 1.7114
H43 -2.1548 -0.1108 2.0568
H44 4.6192 3.2786 -7.6495
H45 -4.8292 1.2645 -4.3072
H46 6.5786 -1.0993 3.0516
H47 3.2710 -6.3151 2.1896
H48 6.9131 2.4822 -7.3695
H49 3.4616 -7.7479 1.0904
H50 -2.2102 -0.4291 0.2199
H51 -0.2139 -1.7900 -0.8218
H52 -0.3995 7.3479 1.8045
H53 -5.8874 1.5447 -1.4715
H54 8.9387 -1.5737 0.1608
H55 -0.1881 8.8372 2.7279
H56 6.8013 4.6616 -6.2654
H57 7.4084 3.6360 -4.9500
H58 -8.0435 5.1111 -0.7725
H59 -4.7679 -4.7252 5.0667
H60 0.2176 0.9964 -4.5371
H61 1.8851 1.3262 -5.0516
H62 3.6989 -0.9427 4.0886
H63 -5.6103 -0.7783 -1.0797
H64 0.1676 -0.1157 1.8286
H65 -3.3065 -5.3337 -0.0382
H66 -7.4363 3.9624 0.4635
H67 4.4976 0.0716 2.8413
H68 -5.5010 -1.1610 -2.8120
H69 4.3254 1.7151 -6.8231
H70 -6.7197 6.0879 1.4372
H71 0.1997 -3.7221 0.8533
H72 6.4790 1.6550 -5.8720

Atoms 1-3, force components in eV/Å:
S -1.2 -0.6 -0.3
S 0.5 -0.1 -0.8
S -0.7 0.8 0.0

Computed properties:
net charge	+1
frontier orbital gap	5.840	eV
largest force on an atom	3.3	eV/A
LUMO	-4.32	eV